Record 1
DFT (the ωB97M-V functional and the def2-TZVPD basis) results for a structure of composition C7H16ClIN2O3PRh.

Last column: Mulliken spin population.
CARTESIAN COORDINATES (ANGSTROEM)
C -2.411 -2.485 -3.384  0.01
C -1.184 -1.664 -3.152  0.01
H -2.574 -2.604 -4.462  0.00
H -3.277 -1.976 -2.936  0.00
H -2.286 -3.475 -2.928  0.00
O -0.630 -0.851 -3.840  0.01
I -0.294 -2.249 -1.199  0.39
Rh 0.504 -0.314 0.161  2.18
P -0.790 1.493 0.176  0.15
C 0.153 3.069 0.070  0.02
C -2.167 1.583 -0.999  0.02
H -1.998 0.904 2.188  0.01
H -2.213 2.649 1.798  0.00
H -0.686 2.050 2.524  0.00
C -1.504 1.811 1.830  0.04
H -2.873 0.773 -0.776  0.00
H -2.667 2.562 -0.903  0.01
H -0.527 3.934 0.130  0.01
H 0.724 3.116 -0.865  0.00
H -1.782 1.443 -2.016  0.01
H 0.858 3.093 0.915  0.00
C 1.706 0.486 -0.969  0.15
O 2.609 1.010 -1.469  0.01
Cl -0.883 -1.298 1.836  0.81
N 2.379 -0.785 2.789  0.02
C 2.835 -1.597 1.815  -0.02
N 3.966 -2.316 2.096  0.01
O 2.316 -1.645 0.664  0.15
H 2.800 -0.851 3.698  0.00
H 1.446 -0.377 2.726  0.00
H 4.226 -3.016 1.420  0.00
H 4.223 -2.472 3.065  0.00

charge: +2
electronic energy: -49542.629 eV
2S+1: 5



Record 2
DFT (the ωB97M-V functional and the def2-TZVPD basis) results for an isolated molecule of C12H15NO2.

Last column: Mulliken charge in e.
CARTESIAN COORDINATES (ANGSTROEM)
C -0.208 -3.082 2.441  -0.65
C -0.959 -1.933 2.562  -0.22
C 1.046 -3.009 1.800  -0.07
C -0.491 -0.707 2.160  -0.89
C 1.520 -1.864 1.347  -0.68
C 0.813 -0.658 1.526  1.28
C -0.029 1.949 0.126  0.69
C 1.441 0.580 1.258  -1.36
C -0.055 0.111 -1.507  0.68
C -0.914 3.182 0.191  -1.05
C -0.864 -1.162 -1.115  -0.88
C 0.789 1.301 -3.357  -0.74
N -0.153 1.210 -0.915  -0.20
O 0.800 1.773 1.139  -0.41
O 0.268 0.080 -2.857  -0.36
H -0.724 -3.967 2.651  0.38
H -1.916 -2.112 2.980  0.40
H 1.596 -4.008 1.508  0.20
H -0.888 0.297 2.310  0.32
H 2.473 -1.655 0.744  0.22
H 2.409 0.804 1.086  0.66
H -1.216 3.140 1.263  0.30
H -1.563 3.103 -0.694  0.34
H -0.321 4.152 0.169  0.26
H -0.097 -1.934 -0.992  0.28
H -1.420 -1.305 -2.121  0.41
H -1.369 -1.056 -0.093  0.20
H 1.537 1.823 -2.651  0.25
H 0.046 1.936 -3.724  0.32
H 1.336 1.077 -4.198  0.33

charge: 0
electronic energy: -18266.868 eV



Record 3
DFT (the ωB97M-V functional and the def2-TZVPD basis) results for a structure of composition C28H29NOP2W.

Last column: Mulliken spin population.
CARTESIAN COORDINATES (ANGSTROEM)
C -0.481 3.747 -3.549  0.03
C -0.912 3.169 -2.353  -0.07
C -1.752 2.038 -2.418  -0.01
C -2.141 1.472 -3.671  0.00
C -1.665 2.089 -4.859  0.04
C -0.865 3.215 -4.789  -0.02
C -2.955 0.331 -3.652  0.07
C -3.688 0.004 -2.503  -0.01
C -3.317 0.618 -1.271  0.00
C -3.999 0.341 -0.068  -0.08
C -5.057 -0.571 -0.104  0.04
C -5.436 -1.194 -1.302  -0.02
C -4.767 -0.923 -2.482  0.04
H 0.169 4.620 -3.503  0.00
H -1.964 1.658 -5.815  0.00
H -0.514 3.694 -5.704  0.00
H -3.173 -0.188 -4.583  -0.01
H -5.581 -0.805 0.822  0.00
H -6.262 -1.907 -1.294  0.00
H -5.054 -1.393 -3.423  0.00
N -2.121 1.346 -1.259  -0.01
W -0.636 0.704 0.013  1.65
C -0.429 3.684 -1.002  0.09
H -1.271 3.864 -0.315  0.02
H 0.150 4.609 -1.132  0.00
C -3.522 0.975 1.237  0.06
H -3.403 2.065 1.137  0.01
H -4.235 0.760 2.045  0.00
P 0.769 2.544 -0.199  -0.03
P -1.955 0.247 1.856  0.01
C -2.334 -1.456 2.307  0.01
H -1.436 -1.907 2.744  0.00
H -3.146 -1.475 3.046  0.00
H -2.620 -2.042 1.428  0.00
C -1.431 1.096 3.350  0.00
H -2.039 0.753 4.197  0.00
H -0.379 0.848 3.527  0.00
H -1.539 2.181 3.229  0.00
C 2.145 2.316 -1.343  0.01
H 2.661 3.273 -1.500  0.00
H 2.837 1.585 -0.908  0.00
H 1.797 1.926 -2.306  0.00
C 1.427 3.294 1.291  0.01
H 1.928 2.514 1.875  0.00
H 2.139 4.083 1.015  0.00
H 0.608 3.712 1.887  0.00
C -0.812 -1.098 -1.220  -0.04
O -1.020 -2.212 -0.702  0.01
H -0.869 -1.011 -2.353  -0.01
C 0.819 -0.110 1.139  -0.34
C 1.643 -0.465 2.021  0.41
C 2.542 -0.994 2.951  0.00
C 3.740 -0.308 3.285  0.08
C 4.642 -0.878 4.179  -0.03
C 4.357 -2.119 4.772  0.07
C 3.161 -2.790 4.474  -0.03
C 2.255 -2.234 3.578  0.08
H 3.929 0.672 2.840  0.00
H 5.573 -0.355 4.413  0.00
H 5.064 -2.555 5.480  0.00
H 2.937 -3.753 4.939  0.00
H 1.308 -2.728 3.356  0.00

charge: +2
electronic energy: -53429.925 eV
2S+1: 3



Record 4
DFT (the ωB97M-V functional and the def2-TZVPD basis) results for an isolated molecule of C18H16N2O3.

Last column: Mulliken charge in e.
CARTESIAN COORDINATES (ANGSTROEM)
N 0.432 0.590 5.089  -0.69
N -0.538 2.130 3.653  -0.62
O -0.769 2.365 5.932  -0.48
O -0.343 1.932 1.395  -0.42
O -2.210 -1.272 -1.702  -0.39
C -0.335 1.675 4.888  0.32
C 1.021 0.043 4.016  -0.43
C -0.069 1.367 2.605  0.96
C 1.648 1.342 -4.121  -0.51
C 0.858 2.065 -3.284  -0.40
C 1.033 0.136 -4.568  -0.41
C -0.300 -3.516 0.529  -0.58
C -1.252 -3.061 -0.382  -0.57
C -0.420 1.722 -2.755  -0.50
C -0.164 -0.358 -3.998  -0.61
C 0.501 -2.655 1.231  -0.48
C -0.309 -0.932 -0.205  0.59
C -1.181 -1.763 -0.871  0.28
C -0.870 0.413 -3.108  0.89
C 0.829 0.404 2.689  0.51
C 0.598 -1.307 0.912  0.01
C -2.142 0.014 -2.364  -0.89
C 1.492 -0.345 1.566  -1.44
H -0.073 2.348 6.608  0.35
H -0.851 2.700 1.602  0.35
H 1.898 -0.610 4.150  0.39
H 2.619 1.794 -4.515  0.32
H 1.267 2.999 -3.008  0.36
H 1.755 -0.402 -5.231  0.27
H -0.174 -4.631 0.713  0.28
H -2.054 -3.670 -0.708  0.47
H -0.769 2.361 -1.974  0.38
H -0.485 -1.284 -4.359  0.52
H 0.930 -3.172 2.070  0.38
H -0.477 0.139 -0.371  0.14
H -2.494 0.810 -1.683  0.33
H -2.865 -0.005 -3.198  0.42
H 2.409 -0.866 1.869  0.59
H 1.854 0.502 0.888  0.29

charge: 0
SMILES: Oc1ncc(Cc2cccc(OCc3ccccc3)c2)c(O)n1
electronic energy: -28046.249 eV



Record 5
DFT (the ωB97M-V functional and the def2-TZVPD basis) results for a structure of composition C20H27N4OSV.

Last column: Mulliken charge in e.
CARTESIAN COORDINATES (ANGSTROEM)
V -16.235 1.474 7.036  -0.28
C -17.559 3.522 6.982  0.09
C -18.395 2.400 6.761  -0.57
C -18.415 1.549 7.929  0.01
C -17.467 2.104 8.797  -0.47
C -16.909 3.285 8.244  -0.63
H -17.194 4.332 6.298  0.57
H -18.933 2.200 5.810  0.43
H -18.882 0.617 8.092  0.64
H -17.245 1.628 9.766  0.62
H -16.134 3.936 8.679  0.57
C -14.021 -0.125 10.211  -0.70
C -15.109 -1.191 10.184  -0.69
C -15.741 -1.120 8.820  -0.67
O -15.367 0.208 8.294  0.29
C -14.362 0.925 9.187  -0.26
H -13.033 -0.522 9.960  0.33
H -13.970 0.205 11.240  0.36
H -15.898 -1.006 10.921  0.34
H -14.696 -2.203 10.376  0.36
H -16.854 -1.210 8.808  0.44
H -15.429 -1.887 8.111  0.46
H -14.844 1.747 9.778  0.20
H -13.564 1.285 8.571  0.38
N -16.600 2.375 3.436  -0.27
C -16.921 1.165 3.893  0.62
C -17.479 0.175 3.072  -0.83
C -17.891 -1.000 3.547  -0.58
C -17.705 -1.371 4.960  -1.15
C -17.101 -0.388 5.699  -0.81
N -16.774 0.856 5.235  1.23
H -16.898 2.663 2.504  0.30
H -16.368 3.173 4.042  0.15
H -17.494 0.403 1.979  0.47
H -18.361 -1.721 2.856  0.47
H -17.762 -2.358 5.264  0.65
H -16.808 -0.646 6.737  0.87
C -10.511 1.938 3.516  -1.33
C -11.799 1.484 4.102  0.58
C -12.290 0.224 3.871  -0.98
C -13.385 -0.245 4.616  0.58
N -14.007 0.613 5.437  0.33
C -13.653 1.844 5.506  0.07
S -14.689 2.966 6.453  -0.26
N -12.518 2.318 4.963  0.08
C -13.834 -1.675 4.450  -1.13
H -10.046 1.110 2.997  0.41
H -9.866 2.139 4.358  0.41
H -10.534 2.751 2.815  0.40
H -11.771 -0.342 3.145  0.57
H -12.199 3.236 5.117  0.32
H -13.892 -1.793 3.392  0.47
H -14.797 -1.702 4.967  0.15
H -13.097 -2.318 4.916  0.39

charge: +4
electronic energy: -65664.896 eV



Record 6
DFT (the ωB97M-V functional and the def2-TZVPD basis) results for a cluster of 2 separate species, C3H5N3O in total.

Last column: Mulliken charge in e.
CARTESIAN COORDINATES (ANGSTROEM)
C -1.424 -0.208 0.635  0.53
C 2.906 0.258 -0.514  0.73
C 2.302 -0.317 0.436  -0.88
N -1.892 -0.122 -0.472  -0.07
N -2.611 0.709 -1.340  -0.55
N -0.918 -0.397 1.743  -0.67
O 3.612 0.910 -1.194  -0.38
H 1.431 -0.913 0.508  0.29
H 2.975 -0.483 1.295  0.20
H -3.447 0.888 -0.743  0.25
H -2.984 0.246 -2.171  0.28
H 0.049 -0.570 1.817  0.29

charge: 0
SMILES: N=C=NN.C=C=O
electronic energy: -9705.987 eV